19
Properties=species:S:1:pos:R:3:forces:R:3:nbo_charge:R:1 method="wB97M-V/def2-TZVPD" charge=-1 relative_energy_kj_mol=15.7
C -0.962 1.175 -0.014 -0.923 -1.160 -0.349 -0.2348
C -1.917 0.050 -0.428 -0.106 -0.341 -0.488 -0.5318
S -1.355 -1.605 0.072 0.290 -0.298 -0.014 -0.7407
N 0.250 1.188 -0.811 0.667 0.170 0.217 -0.8776
H -0.750 0.966 1.032 0.258 0.488 0.209 0.1830
H -1.496 2.100 -0.165 0.040 0.695 0.289 0.1674
H -2.015 0.087 -1.522 0.051 0.009 -0.032 0.1680
H -2.936 0.182 -0.063 0.022 0.333 0.312 0.1825
H 0.020 1.437 -1.764 -0.002 0.072 -0.065 0.3509
H 0.608 0.241 -0.879 -0.086 -0.268 0.000 0.3946
H -0.029 -1.844 -1.997 0.039 0.628 0.231 0.5014
H 1.421 -2.132 -2.142 0.158 0.221 -0.089 0.4566
O 0.777 -1.473 -2.429 -0.163 -0.740 -0.037 -0.9863
H 1.335 -1.895 1.896 -0.146 -0.045 0.000 0.4876
H 0.531 -2.639 2.923 -0.058 0.043 -0.094 0.4737
O 1.439 -2.391 2.720 0.056 0.046 -0.028 -0.9660
H 1.552 2.098 1.957 0.022 0.014 0.011 0.4566
H 1.586 1.954 0.438 -0.219 0.360 -0.058 0.5016
O 1.940 2.500 1.175 0.101 -0.226 -0.013 -0.9866



23
Properties=species:S:1:pos:R:3:forces:R:3:nbo_charge:R:1 method="wB97M-V/def2-TZVPD" charge=-1
O 0.744 1.668 1.259 -0.044 0.320 0.302 -0.6323
C -0.422 1.366 1.374 -0.733 -0.427 -0.060 0.5505
N -0.974 0.128 1.208 0.896 0.417 -0.064 -0.7119
C -0.217 -1.069 0.868 -0.366 -0.770 -0.375 0.8862
O 0.888 -0.918 0.324 -0.285 -0.025 0.219 -0.7793
O -0.828 -2.134 1.112 0.145 0.186 0.082 -0.7778
H -1.210 2.100 1.642 0.184 0.075 -0.021 0.0911
H -1.954 -0.001 1.410 -0.089 -0.103 0.036 0.4264
H -1.127 0.678 -2.676 0.230 -0.047 -0.100 0.4871
H -1.618 0.326 -1.257 -0.082 0.588 -0.684 0.4724
O -1.816 0.892 -2.034 -0.238 -0.490 0.836 -0.9790
H 3.495 -1.085 0.888 0.492 -0.232 -0.295 0.4553
H 2.451 -0.163 1.219 -0.051 0.665 -0.295 0.4983
O 3.380 -0.133 0.923 -0.191 -0.362 0.606 -0.9611
H -2.599 -2.110 1.141 -0.394 0.683 -0.304 0.5133
H -3.657 -1.756 0.036 0.250 0.103 0.790 0.4637
O -3.462 -1.624 0.985 0.139 -0.542 -0.488 -1.0076
H 0.724 -0.307 -2.740 0.395 -0.092 0.770 0.4832
H 0.916 1.183 -3.091 0.532 0.127 0.880 0.5040
O 0.675 0.330 -3.443 -0.865 -0.293 -1.699 -0.9752
H 1.900 0.599 -0.687 -0.052 0.840 -0.454 0.5174
H 1.561 2.080 -0.636 -0.067 0.039 0.327 0.4819
O 1.887 1.418 -1.246 0.195 -0.662 -0.011 -1.0067



Taking the records one at a time from the top gives HOMO values of -3.321 -6.187 eV.
Taking the records one at a time from the top gives frontier orbital gap values of 7.0 9.6 eV.